1.
The following is a quantum chemistry calculation of a cluster of 4 separate species, C24H51BIO13P in total in a non-equilibrium geometry, from the OMol25 dataset.

ORCA input file:
```
! RIJCOSX wB97M-V def2-TZVPD def2/J DEFGRID3
* xyz 0 1
C 6.0013 0.4032 1.9259
C 4.5303 0.3309 2.6457
O 4.4955 -0.1735 3.9099
O 3.2438 0.7588 2.0113
C 3.5287 2.0377 1.3422
C 2.2061 2.9021 0.9018
C 0.8530 2.5860 1.7876
C -0.0194 3.9844 1.8219
C -1.5568 3.8114 2.3804
C -2.3841 2.9575 1.2517
P -3.9242 2.0329 1.8988
C -5.4869 1.0356 2.3810
C -6.4736 1.0039 1.0306
C -6.2962 -0.3589 0.1315
I -5.3500 0.0250 -1.8465
C -2.9343 0.9463 3.1176
B -3.3910 1.1912 4.7127
O -3.9412 0.0491 5.5084
O -3.2946 2.4884 5.4156
H 6.7604 1.0797 2.5490
H 6.5349 -0.6624 1.8577
H 6.0051 0.8383 0.8391
H 4.0977 1.7642 0.3326
H 4.2543 2.6382 2.0626
H 1.9416 2.7836 -0.2549
H 2.4624 4.0511 1.0472
H 0.3008 1.6945 1.2306
H 1.0715 2.1911 2.8775
H 0.5695 4.7206 2.5434
H 0.0106 4.4853 0.7389
H -2.0381 4.8905 2.4996
H -1.5023 3.3185 3.4402
H -1.7389 2.1917 0.6430
H -2.7750 3.7549 0.4539
H -4.0887 1.4955 0.5412
H -4.6295 3.2520 2.2077
H -5.2732 -0.0993 2.6277
H -6.0443 1.4869 3.3214
H -7.5927 1.0689 1.3654
H -6.2386 1.9785 0.4020
H -5.6252 -1.1501 0.6787
H -7.3753 -0.7906 -0.1394
H -3.1147 -0.2029 2.9203
H -1.7642 1.1201 3.0932
H -4.7478 0.4060 5.9946
H -3.5931 3.2563 4.8395
C 2.7723 -2.4704 1.4461
C 1.7090 -2.1126 2.4700
O 0.3970 -2.3098 1.9283
C -0.0441 -3.5915 1.9114
O 0.5664 -4.5680 2.3206
O -1.2740 -3.6069 1.3401
C -1.8221 -4.9135 1.1843
H 2.6035 -1.9291 0.5100
H 3.7696 -2.2281 1.8228
H 2.7454 -3.5377 1.2047
H 1.7922 -1.0504 2.7237
H 1.8372 -2.6768 3.4009
H -1.8133 -5.4657 2.1297
H -1.2696 -5.4586 0.4129
H -2.8606 -4.8092 0.8579
C -1.1907 -2.2488 -2.5394
C -0.4408 -3.3471 -1.8058
O 0.0345 -4.3379 -2.7256
C 1.1624 -4.0149 -3.4046
O 1.7983 -2.9773 -3.2913
O 1.4525 -5.0348 -4.2502
C 2.5776 -4.7869 -5.0896
H -1.9812 -2.6740 -3.1657
H -1.6371 -1.5452 -1.8315
H -0.5241 -1.6912 -3.2048
H -1.1235 -3.8546 -1.1161
H 0.3824 -2.9436 -1.2050
H 3.4545 -4.4904 -4.5048
H 2.3279 -4.0193 -5.8284
H 2.8162 -5.7131 -5.6197
C 2.2474 2.6430 -6.7500
C 1.9409 3.2570 -5.3950
O 1.4787 2.2571 -4.4783
C 2.4419 1.4864 -3.9163
O 3.6444 1.5793 -4.1143
O 1.8384 0.5771 -3.1113
C 2.7379 -0.3559 -2.5178
H 1.3860 2.0789 -7.1212
H 2.5057 3.4178 -7.4768
H 3.0833 1.9393 -6.6854
H 1.1327 3.9883 -5.5023
H 2.8067 3.7916 -4.9877
H 3.5582 0.1533 -2.0014
H 3.1253 -1.0363 -3.2822
H 2.1814 -0.9429 -1.7819
*
```

Computed properties:
* calculated total energy: -70393.085 eV
* lowest unoccupied orbital energy: 0.28 eV
* molar mass: 716.349 g/mol
* structure (SMILES): CC(=O)OCCCCCC[PH2](CCCI)CB(O)O.CCOC(=O)OC.CCOC(=O)OC.CCOC(=O)OC
* maximum force: 9.13 eV Å⁻¹
* orbital gap: 8.57 eV
* HOMO level: -8.29 eV

Mulliken atomic charge list, values in e, 8 entries: atom 1 (C): -0.8979, atom 2 (C): 0.5223, atom 3 (O): -0.5655, atom 4 (O): -0.0416, atom 5 (C): -0.3262, atom 6 (C): -0.7316, atom 7 (C): 0.1296, atom 8 (C): -0.9027


2.
The following is a quantum chemistry calculation of a cluster of 2 separate species, C4H11NO3 in total in a non-equilibrium geometry, from the OMol25 dataset.

ORCA input file:
```
! RIJCOSX wB97M-V def2-TZVPD def2/J DEFGRID3
* xyz -1 2
O 1.1288 1.5301 -1.1272
C 0.8097 0.2768 -0.9738
C -0.5548 -0.2923 -0.6990
C -0.7945 -0.2517 0.8100
C -2.0403 -0.9788 1.3734
O -1.7201 -1.8638 2.4569
N -0.5743 -1.6987 -1.1288
H 1.5131 -0.5405 -1.1430
H -1.3814 0.2052 -1.2294
H -0.7717 0.7745 1.2007
H 0.0597 -0.7058 1.2956
H -2.5461 -1.5256 0.5823
H -2.7980 -0.2375 1.6863
H -2.1203 -1.4875 3.2434
H -0.6511 -2.3908 -0.4084
H -1.0116 -1.8594 -2.0188
H 2.9157 3.4382 -0.3149
H 2.6188 2.2215 -1.1318
O 3.3719 2.8628 -0.9388
*
```

Computed properties:
* calculated total energy: -11957.546 eV
* lowest unoccupied orbital energy (spin up / spin down): 3.22 / 3.21 eV
* molar mass: 121.136 g/mol
* maximum force: 1.24 eV Å⁻¹
* energy above the lowest of the compared OMol25 structures with the same formula, charge and spin: 48.4 kJ/mol
* orbital gap (spin up / spin down): 3.40 / 6.92 eV
* HOMO level (spin up / spin down): -0.18 / -3.72 eV

natural (NBO) atomic charge list, values in e, 8 entries: atom 1 (O): -0.8300, atom 2 (C): 0.0219, atom 3 (C): -0.1272, atom 4 (C): -0.4483, atom 5 (C): -0.0772, atom 6 (O): -0.7379, atom 7 (N): -0.8817, atom 8 (H): 0.0871


3.
The following is a quantum chemistry calculation of the ion C16H12N3 with charge +1 in a non-equilibrium geometry, from the OMol25 dataset.

ORCA input file:
```
! RIJCOSX wB97M-V def2-TZVPD def2/J DEFGRID3
* xyz 1 1
N -1.9821 -0.5638 0.0072
C -0.7107 -0.2805 0.0429
C -3.6761 -1.2115 3.3644
C -2.4688 -1.4050 4.1618
C -3.5466 -0.9911 2.0363
C -1.2029 -1.3514 3.4833
C 2.1127 2.9420 -0.6811
C 2.9357 2.7856 -1.8069
C 0.1008 -1.2999 -2.0626
C -2.3260 -0.8004 1.2974
C -1.0978 -0.9406 2.0724
C 1.3032 1.8903 -0.3919
C 0.2003 -0.2048 -1.1471
C 2.8517 1.7078 -2.7177
C 0.9238 -1.3552 -3.1598
C 1.1454 0.7521 -1.3201
C 1.9383 0.6963 -2.4812
N -0.0461 -0.5613 1.3463
N 1.8730 -0.3835 -3.3364
H -4.6599 -1.2167 3.8292
H -2.5229 -1.5469 5.2456
H -4.4782 -0.7207 1.4626
H -0.3362 -1.3554 4.0947
H 2.2857 3.6370 0.1718
H 3.7425 3.5562 -2.0383
H -0.6662 -2.0615 -1.9909
H 0.6142 1.7875 0.4268
H 3.5033 1.6323 -3.5322
H 0.9079 -2.2225 -3.8330
H 0.9162 -0.6795 1.6269
H 2.3656 -0.2353 -4.1704
*
```

Computed properties:
* calculated total energy: -21249.801 eV
* lowest unoccupied orbital energy: -4.98 eV
* molar mass: 246.293 g/mol
* structure (SMILES): c1ccc2[nH]c(-c3cc[nH+]c4ccccc34)nc2c1
* maximum force: 4.98 eV Å⁻¹
* energy above the lowest of the compared OMol25 structures with the same formula, charge and spin: 172.2 kJ/mol
* orbital gap: 6.26 eV
* HOMO level: -11.25 eV

natural (NBO) atomic charge list, values in e, 8 entries: atom 1 (N): -0.3736, atom 2 (C): 0.2839, atom 3 (C): -0.2280, atom 4 (C): -0.1566, atom 5 (C): -0.1913, atom 6 (C): -0.2545, atom 7 (C): -0.2236, atom 8 (C): -0.0986


4.
The following is a quantum chemistry calculation of the ion C5H15N2 with charge +1 in a non-equilibrium geometry, from the OMol25 dataset.

ORCA input file:
```
! RIJCOSX wB97M-V def2-TZVPD def2/J DEFGRID3
* xyz 1 1
N 0.2851 1.4880 0.9119
C -0.2336 0.5250 -0.1131
C 0.3154 -0.8501 0.2302
C 1.4111 -1.4534 -0.6876
C 2.2546 -0.4923 -1.5413
C -1.7678 0.5409 -0.0948
N -2.2857 0.0509 1.1800
H -0.1565 1.3174 1.8165
H 1.3032 1.4795 1.0393
H 0.0769 2.4618 0.6626
H 0.0795 0.8837 -1.0889
H -0.4119 -1.6255 0.4475
H 0.7975 -0.8560 1.2272
H 0.9037 -2.1306 -1.3819
H 2.0324 -2.1420 -0.1191
H 3.0085 0.1347 -1.0651
H 1.6098 0.1446 -2.1465
H 2.7954 -1.1410 -2.2299
H -2.2411 1.4043 -0.5637
H -2.0190 -0.1883 -0.8845
H -3.0183 0.6656 1.4726
H -2.6271 -0.9019 1.0959
*
```

Computed properties:
* calculated total energy: -8401.805 eV
* lowest unoccupied orbital energy: -3.36 eV
* molar mass: 103.189 g/mol
* structure (SMILES): CCC[C@H]([NH3+])CN
* maximum force: 2.28 eV Å⁻¹
* energy above the lowest of the compared OMol25 structures with the same formula, charge and spin: 84.1 kJ/mol
* orbital gap: 10.62 eV
* HOMO level: -13.98 eV

natural (NBO) atomic charge list, values in e, 8 entries: atom 1 (N): -0.6725, atom 2 (C): -0.0619, atom 3 (C): -0.4449, atom 4 (C): -0.3986, atom 5 (C): -0.6281, atom 6 (C): -0.2608, atom 7 (N): -0.8675, atom 8 (H): 0.4536


5.
The following is a quantum chemistry calculation of a structure of composition CH2N4O3 in a non-equilibrium geometry, from the OMol25 dataset.

ORCA input file:
```
! RIJCOSX wB97M-V def2-TZVPD def2/J DEFGRID3
* xyz 0 1
C -0.1571 -0.0724 0.1954
H -2.1599 0.1766 2.4069
H 1.7095 -1.9347 -1.1642
N -1.0675 -0.7228 0.8440
N 1.0067 1.7605 -0.6951
N 1.1151 0.8058 -1.4785
N 0.6758 -0.3065 -0.8500
O -1.6113 0.5305 1.7208
O -0.0187 1.3698 0.3483
O 0.5074 -1.6067 -1.3275
*
```

Computed properties:
* calculated total energy: -13163.371 eV
* lowest unoccupied orbital energy: -0.54 eV
* molar mass: 118.052 g/mol
* maximum force: 6.96 eV Å⁻¹
* energy above the lowest of the compared OMol25 structures with the same formula, charge and spin: 357.5 kJ/mol
* orbital gap: 9.06 eV
* HOMO level: -9.60 eV

natural (NBO) atomic charge list, values in e, 8 entries: atom 1 (C): 0.5585, atom 2 (H): 0.4723, atom 3 (H): 0.4891, atom 4 (N): -0.2130, atom 5 (N): 0.1313, atom 6 (N): 0.0010, atom 7 (N): -0.0370, atom 8 (O): -0.6047


6.
The following is a quantum chemistry calculation of an isolated molecule of C12H14BrCl in a non-equilibrium geometry, from the OMol25 dataset.

ORCA input file:
```
! RIJCOSX wB97M-V def2-TZVPD def2/J DEFGRID3
* xyz 0 1
C 0.4046 1.6114 -2.0824
C -1.3384 -2.1994 0.7921
C 0.9775 2.3889 -0.8962
C -1.1021 -1.3291 2.0563
C 0.3642 0.1377 -1.5907
C -0.4060 -1.6282 -0.2508
C 0.9873 1.3017 0.2361
C 0.0893 -0.3924 1.6451
C 1.3872 -0.0483 -0.4430
C 0.8714 -1.1376 0.4949
C -0.8111 -0.1882 -0.6943
C -0.3525 0.6934 0.6966
Cl -2.3656 0.1779 -1.3496
Br -1.6281 1.9345 1.3190
H -0.4763 2.1766 -2.3370
H 1.0753 1.7112 -2.8092
H -1.1851 -3.2506 1.0375
H -2.4030 -2.1403 0.6813
H 1.9208 2.6814 -1.0730
H 0.3971 3.2062 -0.6644
H -1.8781 -0.7728 2.4231
H -1.0377 -2.0289 2.8532
H 0.5566 -0.4383 -2.5734
H -0.2705 -2.1283 -1.1957
H 1.3870 1.6034 1.1260
H 0.7888 -0.0446 2.3218
H 2.4359 0.0647 -0.6672
H 1.6115 -1.9619 0.9438
*
```

Computed properties:
* calculated total energy: -95234.415 eV
* lowest unoccupied orbital energy: 0.88 eV
* molar mass: 273.601 g/mol
* structure (SMILES): Cl[C@@]12[C@@H]3CC[C@H]4[C@@H]3[C@@H]3[C@@H](CC[C@@H]31)[C@]42Br
* maximum force: 4.74 eV Å⁻¹
* orbital gap: 10.47 eV
* HOMO level: -9.59 eV

natural (NBO) atomic charge list, values in e, 8 entries: atom 1 (C): -0.4125, atom 2 (C): -0.4159, atom 3 (C): -0.3878, atom 4 (C): -0.4093, atom 5 (C): -0.2432, atom 6 (C): -0.2576, atom 7 (C): -0.2453, atom 8 (C): -0.2690


7.
The following is a quantum chemistry calculation of a structure of composition C17H22BeNO2Si in a non-equilibrium geometry, from the OMol25 dataset.

ORCA input file:
```
! RIJCOSX wB97M-V def2-TZVPD def2/J DEFGRID3
* xyz -1 1
Be -14.6535 -3.6035 0.7563
C -17.1554 -1.3907 3.2085
Si -15.4721 -2.0360 3.3134
C -14.2578 -0.6199 3.1389
C -15.2522 -2.4786 5.1326
N -15.2504 -3.3596 2.2297
C -15.8767 -4.5959 2.4133
C -16.8303 -5.0167 3.4507
C -17.0672 -6.4319 3.6858
C -16.7869 -7.3535 2.7084
C -16.0243 -6.9716 1.5287
C -15.5496 -5.6278 1.5796
O -14.4964 -5.1617 0.6438
C -13.6538 -5.9076 -0.2385
C -14.3635 -6.1957 -1.3912
C -13.7409 -6.8555 -2.4201
C -12.3937 -7.1943 -2.3383
C -11.6801 -6.9200 -1.1906
C -12.2500 -6.1672 -0.1373
H -17.3920 -0.8242 4.0936
H -18.0421 -2.0876 3.0192
H -17.1266 -0.6661 2.3970
H -14.5020 0.2195 3.8222
H -14.3912 -0.1782 2.1323
H -13.2298 -0.9267 3.1125
H -15.1561 -1.5056 5.6481
H -14.2584 -2.8744 5.3283
H -15.9290 -3.1224 5.7215
H -17.1361 -4.3580 4.2357
H -17.5865 -6.8326 4.5819
H -17.2853 -8.2878 2.8724
H -16.0502 -7.5554 0.6115
H -15.3939 -5.8573 -1.4565
H -14.2866 -7.1499 -3.2896
H -11.9555 -7.8514 -3.0988
H -10.6710 -7.3530 -1.1068
H -11.6124 -5.7998 0.6459
H -12.3395 -2.9066 -0.3114
C -12.7767 -0.7792 -0.6381
C -13.1332 -2.1410 -0.3616
O -14.4119 -2.4547 -0.1696
H -11.8754 -0.7501 -1.2729
H -12.4754 -0.5060 0.4183
H -13.4933 -0.1434 -1.0836
*
```

Computed properties:
* calculated total energy: -31850.048 eV
* lowest unoccupied orbital energy (spin up / spin down): 2.84 / 2.84 eV
* molar mass: 309.466 g/mol
* maximum force: 2.94 eV Å⁻¹
* energy above the lowest of the compared OMol25 structures with the same formula, charge and spin: 0.0 kJ/mol
* orbital gap (spin up / spin down): 5.60 / 3.01 eV
* HOMO level (spin up / spin down): -2.76 / -0.16 eV

natural (NBO) atomic charge list, values in e, 8 entries: atom 1 (Be): 1.7043, atom 2 (C): -1.1745, atom 3 (Si): 1.8613, atom 4 (C): -1.1289, atom 5 (C): -1.1295, atom 6 (N): -1.4117, atom 7 (C): 0.1160, atom 8 (C): -0.4432


8.
The following is a quantum chemistry calculation of an isolated molecule of C7H10BF2N in a non-equilibrium geometry, from the OMol25 dataset.

ORCA input file:
```
! RIJCOSX wB97M-V def2-TZVPD def2/J DEFGRID3
* xyz 0 1
B -0.0659 -0.1111 -0.0456
C 0.0994 -1.6262 -0.0578
C 1.3666 -2.1008 0.0589
C 2.5793 -1.3522 0.0940
C 2.6098 -0.0477 0.1404
C 1.3640 0.7763 0.1588
C -2.4770 -0.2295 -0.4021
C -1.5816 2.0128 0.1020
N -1.3259 0.6069 -0.0999
F 1.3212 1.6463 1.2687
F 1.3710 1.5207 -1.0399
H -0.6830 -2.3195 -0.0396
H 1.4126 -3.2266 0.2121
H 3.5822 -1.8651 0.2493
H 3.6125 0.2857 0.3345
H -3.2686 -0.1309 0.4361
H -2.8657 0.3283 -1.2223
H -2.0295 -1.1950 -0.6732
H -0.7794 2.5682 -0.3549
H -2.5601 2.0891 -0.3850
H -1.6821 2.3701 1.2653
*
```

Computed properties:
* calculated total energy: -15021.390 eV
* lowest unoccupied orbital energy: -0.26 eV
* molar mass: 156.972 g/mol
* structure (SMILES): CN(C)B1C=CC=CC1(F)F
* maximum force: 4.01 eV Å⁻¹
* energy above the lowest of the compared OMol25 structures with the same formula, charge and spin: 13.0 kJ/mol
* orbital gap: 8.52 eV
* HOMO level: -8.78 eV

natural (NBO) atomic charge list, values in e, 8 entries: atom 1 (B): 0.7221, atom 2 (C): -0.5289, atom 3 (C): -0.1410, atom 4 (C): -0.2200, atom 5 (C): -0.2107, atom 6 (C): 0.4431, atom 7 (C): -0.3969, atom 8 (C): -0.3976


> Look up the maximum force of the fifth one.

6.96 eV Å⁻¹


> Look up the calculated total energy of the fourth one.

-8401.805 eV


> Number 7 is which compound?

C17H22BeNO2Si


> The lowest molar mass belongs to which entry?

C5H15N2